Here is 17 unconnected molecules or ions with the total composition C72H182N8O32 in a non-equilibrium geometry from the OMol25 dataset. Energies are from ωB97M-V/def2-TZVPD.

Cartesian coordinates (Å):
O 9.41211 -0.65064 -5.20055
O -1.54925 8.47836 -5.50793
O -7.40666 -3.30918 9.79088
O 7.48766 5.64106 -3.34409
O -1.84259 8.35565 6.07632
O 5.87777 1.78234 12.07872
O 9.60752 2.09447 -6.36595
O 1.05955 0.07342 4.59316
O -5.86926 0.98134 -8.48489
O 6.73943 -4.91036 13.12103
O 6.83925 -0.53848 0.58025
O 11.49747 -2.50262 8.24602
O 7.20942 6.05057 -14.83436
O 8.32245 -2.69240 8.75325
O 0.06379 -4.96669 -5.75585
O -0.88446 -7.23811 -3.95768
O 2.97138 7.61252 -8.31124
O -0.96742 -6.14914 8.73436
O 3.53254 3.41828 12.73394
O 4.87116 -5.28798 10.97984
O -11.73100 0.20551 -10.54567
O 0.60557 1.05916 -0.61302
O -8.25283 -2.02596 1.53492
O 4.50073 2.91629 -12.47683
O 4.05450 -4.69008 -2.72467
O 1.30684 -10.51049 -2.94608
O -1.21435 -1.91877 10.93434
O -6.65202 -3.55839 6.90886
O 6.58206 2.62087 0.88298
O 6.03165 7.41527 -1.52438
O -2.27044 -9.35703 0.48042
O 3.63679 -4.16720 0.17402
N -9.59023 -1.45167 1.56330
N 1.39574 9.13154 -6.36232
N -0.24439 -4.53480 11.06510
N 6.58287 3.21012 -14.79488
N -0.86611 -11.32417 -1.00462
N -1.17345 7.55757 5.13268
N -8.71179 0.75858 -8.45239
N 0.24892 -0.64392 1.76055
C 4.86354 3.93063 12.77607
C -0.51701 -0.72930 0.48198
C -2.64239 -10.74781 0.48073
C -5.91583 -3.94617 8.05007
C 0.10934 5.40806 3.81288
C -10.09033 1.01546 -8.93655
C 0.58565 -1.16865 4.09213
C 5.23403 -6.31829 11.86044
C -1.07876 -0.52008 10.59965
C -8.08320 1.80643 -7.66710
C 0.54708 -11.66221 -1.00919
C -6.15633 -3.00292 9.19471
C -3.22501 -8.38948 0.83366
C 7.54897 7.02611 -3.50185
C 1.84734 -10.56926 -4.24134
C 0.45556 -0.34078 -0.69029
C -1.02817 -5.75175 11.14760
C -4.65736 0.43751 -7.98361
C 1.00781 6.41048 4.54739
C -12.01307 -1.82595 1.02707
C 6.52666 5.38258 -15.90602
C -10.49076 -0.14023 -9.89881
C 5.77895 3.16648 11.77181
C -0.60401 -6.72744 9.97158
C 10.65967 -3.67583 8.34951
C -8.98518 0.17977 -0.34509
C 4.18754 -5.66140 -1.71047
C -1.61517 7.77360 -4.29327
C 1.03699 8.63456 5.69979
C 1.62823 7.88013 -8.42897
C -0.65981 -3.74843 12.24006
C 0.71804 9.53179 -5.14807
C 5.91884 1.59214 1.63098
C -0.45965 -1.04011 2.96742
C -1.27935 -5.37113 -5.48952
C -10.56310 -2.44093 1.04167
C -8.94009 0.84482 2.13913
C 0.22951 6.53229 6.88497
C 4.80835 1.93627 -13.43761
C 3.23749 -5.28610 -0.56559
C -1.16383 6.04449 3.28346
C -10.59470 -3.60370 2.01351
C -10.25898 -2.97597 -0.34897
C 6.70794 0.26052 1.79436
C 9.21146 -3.42815 7.88867
C 4.07793 2.38034 -11.25676
C -2.02123 6.59907 4.40744
C 1.17644 -11.77109 -2.35468
C 0.25083 7.27024 5.53935
C -12.09986 -0.61664 -11.68416
C 6.27327 7.67902 -2.94832
C 2.17592 -0.04873 5.46724
C -3.19815 7.27542 3.67508
C 5.25814 2.75127 -14.76507
C -0.83309 9.67460 -5.26801
C 7.03979 7.45960 -14.80327
C -9.58019 -0.02250 1.08322
C -11.02299 0.53085 0.92252
C 6.96017 3.89850 -16.02835
C -12.03870 -0.44939 0.31950
C -1.35486 -11.44733 0.36371
C 8.87047 0.95967 -6.89978
C 1.78816 1.48601 -1.37313
C 6.61988 -6.14297 12.44992
C -0.25169 -6.45786 7.54402
C -2.55886 5.48778 5.32324
C -6.61104 1.44368 -7.36337
C 3.61188 7.39192 -9.58795
C 1.03927 7.91803 -6.99079
C -1.30008 -6.92021 -5.24790
C 8.35584 0.11866 -5.72123
C -0.25766 -2.30142 11.96700
H 0.43183 -12.39828 -2.84488
H 0.67708 -12.66504 -0.60233
H -6.08453 -4.98716 8.32571
H 2.29294 -5.04191 -1.05170
H 5.37864 7.38910 -3.49941
H -1.90828 9.19562 5.61618
H -5.36500 -3.09680 9.93841
H 2.38231 9.34604 -6.38988
H 5.53360 3.32978 10.72241
H -10.39799 -1.11577 -9.42151
H -12.06387 -1.67353 -11.42001
H 1.57688 6.96449 3.80083
H -1.43142 -12.50262 0.62563
H -0.02320 -7.63678 -4.10222
H 0.90744 8.98231 -4.22596
H -7.87609 0.61003 2.16868
H 4.58083 3.59660 -14.88666
H -9.73168 -4.26786 1.96688
H -13.15897 -0.40879 -11.83646
H 3.36437 1.57058 -11.40914
H 6.00064 -1.00274 0.52745
H -1.08162 -7.70148 10.07758
H 2.46968 0.99828 5.54192
H -1.06563 -1.93506 2.82617
H -1.39678 0.22057 11.33340
H 2.62641 0.93801 -0.94285
H 1.70962 5.78568 5.09981
H -4.07990 1.31929 -7.70590
H 7.38796 -6.20188 11.67877
H 2.00807 -0.41273 6.48086
H -2.30656 -7.32536 -5.35245
H 4.84074 -4.75350 -3.27184
H 9.36215 -2.84587 6.97963
H 7.83514 7.23758 -4.53214
H -3.26624 -10.93219 -0.39386
H 6.51146 3.96341 -14.12588
H 5.53420 1.16970 -13.16631
H 1.79230 -9.63117 -4.79365
H 1.47912 -1.68390 3.73953
H 4.43258 -6.33266 12.59907
H -1.35461 -0.03501 0.54899
H -0.19957 -7.54506 7.48596
H -1.81205 8.40150 -3.42431
H -1.20527 -0.27300 3.17643
H -0.01701 7.97618 -7.25348
H 7.88118 0.69639 -4.92812
H -8.09707 2.76380 -8.18801
H -3.15523 5.84647 6.16217
H -0.65279 -4.13290 10.23337
H -10.13480 -2.18211 -1.08549
H 9.00798 2.50459 -5.73830
H 2.05735 8.50750 6.06146
H 3.04673 -6.18829 0.01558
H 8.09255 1.43068 -7.50068
H 11.02144 -1.79779 8.69122
H -0.22741 -4.01556 13.20430
H 7.41700 7.85108 -13.85852
H -0.02980 -0.43819 10.31492
H -0.80806 6.91348 2.72994
H 1.34268 8.74599 -9.02634
H -11.03680 1.42205 0.29509
H 1.37396 -11.31198 -4.88351
H -1.34722 10.06657 -4.39044
H -13.00794 0.04800 0.28375
H -6.06894 2.31579 -6.99779
H 3.85810 1.45873 -13.67649
H -9.34867 0.70456 3.13988
H -1.65294 -4.75878 -4.66881
H 5.13805 -7.29753 11.39146
H -0.03743 -0.33364 -1.66241
H 6.22802 8.76441 -3.03776
H 2.96612 -3.48623 0.08411
H 11.11761 -4.55994 7.90595
H 3.05200 -0.56175 5.07053
H -4.89745 -3.97350 7.66245
H -11.00244 -3.67638 -0.72946
H 1.94011 2.55824 -1.24929
H -0.76756 -1.78179 0.34941
H -0.25281 7.18895 7.60902
H -7.95051 0.41452 -9.01998
H 6.79706 -6.89100 13.22268
H 1.78435 1.35183 -2.45483
H 5.46138 5.48429 -15.69885
H -1.74471 -3.73683 12.34475
H 5.70380 1.93514 2.64301
H -0.61003 7.38881 -4.12084
H 0.68785 -5.23520 -5.07759
H -9.58281 -0.36400 -1.07670
H 2.09699 -12.35061 -2.28511
H -1.81593 4.84746 5.79880
H -0.21308 5.53656 6.85804
H -3.53070 -8.48137 1.87588
H 8.42617 7.36914 -2.95327
H -9.72754 -0.13884 -10.67701
H -11.51066 -0.42490 -12.58092
H -8.07569 -2.09472 2.47593
H 3.79306 8.37859 -10.01428
H 0.46128 -6.91523 10.10570
H 4.88111 1.44908 1.32974
H 7.60695 -0.59411 -6.06651
H 9.94067 -0.16566 -4.56258
H -0.96439 10.37654 -6.09151
H -1.76621 -0.35797 9.76945
H 0.75075 -6.04208 7.64581
H 1.16124 7.01363 -8.89715
H 4.59056 6.92577 -9.47404
H 6.26978 -0.42640 2.51842
H -0.77122 -6.00046 6.70202
H 1.46377 7.02441 -6.53326
H -3.20927 4.76978 4.82369
H 6.57834 -4.23533 12.45773
H -11.56339 0.84043 1.81708
H 3.58718 3.10522 -10.60729
H 5.32857 4.00540 13.75905
H -1.93591 -5.01066 -6.28142
H -2.10492 -5.59160 11.09225
H -10.75558 1.06716 -8.07465
H 1.34868 -0.96356 -0.74112
H -9.14245 1.86618 1.81667
H -10.58841 -3.21192 3.03065
H -2.93881 -7.36509 0.59530
H -4.17821 -8.38607 0.30498
H 0.55059 9.26408 6.44492
H 6.02133 7.84198 -14.87121
H -9.30124 -3.49637 -0.34647
H -4.76176 -0.25069 -7.14482
H -7.84796 -2.51168 10.09230
H -7.97186 -0.21664 -0.40943
H 7.61444 7.92352 -15.60492
H -11.74164 -0.60541 -0.71757
H 6.58745 3.40264 -16.92463
H -1.72757 5.42400 2.58684
H -1.25423 -10.46254 -1.36106
H 8.63793 -4.32461 7.65307
H 6.06901 3.42566 0.77958
H 7.48727 5.44278 -2.40479
H 8.03263 3.89702 -16.22312
H -8.87642 1.22663 -0.62857
H 2.88985 -10.88743 -4.24615
H -0.78008 -6.17789 12.11969
H 1.26092 -11.01824 -0.49553
H 5.19658 2.01128 -15.56302
H 7.70268 0.43398 2.20487
H 3.61994 2.49180 12.49816
H -8.62884 1.92881 -6.73147
H 4.94664 1.92289 -10.78329
H 6.78485 3.54564 11.95209
H -0.72116 -7.48545 -5.97828
H -6.72864 0.75904 -6.52341
H -2.41415 7.05646 -4.48155
H 0.01884 -1.64825 4.89014
H 5.34850 8.02592 -1.23797
H -12.70638 -2.56972 0.63436
H -11.42728 -4.26091 1.76255
H 10.69514 -3.90249 9.41510
H 0.66849 5.09532 2.93104
H 3.06000 6.73525 -10.26049
H -12.29976 -1.67914 2.06839
H 3.91647 -5.19137 10.95080
H 5.22279 -5.57246 -1.38117
H 4.82224 4.97348 12.46166
H -0.06486 4.54282 4.45251
H 1.16520 9.17745 4.76334
H -10.15090 1.94942 -9.49526
H 6.36242 1.36342 11.36372
H -0.65064 -10.99253 1.06036
H -3.77044 7.84281 4.40901
H -4.18257 -0.12113 -8.79022
H -3.76155 6.56297 3.07250
H 7.55950 -3.22494 8.98969
H 1.11393 10.50703 -4.86474
H 1.27687 6.44326 7.17344
H -0.30765 -1.68963 12.86773
H 0.75213 -2.30397 11.55659
H 9.56896 0.31539 -7.43373
H -2.93963 7.98611 2.89012
H -6.14919 -1.98026 8.81762
H -7.55146 -3.41483 7.21217
H 4.01713 -6.67089 -2.08462
H 0.42499 0.34997 1.79641
H -3.14341 -10.90495 1.43592
H 6.71237 5.84757 -16.87422

Cartesian forces, eV/Å:
O 0.243 -0.633 0.262
O 0.048 0.780 -0.109
O -0.461 -0.213 -0.140
O -0.152 -1.018 -0.371
O -0.114 -0.465 0.184
O -0.860 -0.214 0.128
O 0.255 -0.732 -0.239
O -0.067 -0.286 -0.063
O -1.088 -1.122 0.881
O 0.056 0.336 0.109
O -0.043 0.952 0.832
O -0.364 -0.763 -0.846
O -0.124 -0.313 -0.232
O 1.018 0.480 0.232
O -0.132 0.429 -0.904
O 1.053 -0.222 0.522
O 2.054 -0.378 -1.013
O -0.602 0.944 0.171
O 0.524 0.269 0.338
O 0.743 0.791 -0.894
O 0.253 -0.939 0.026
O 2.536 1.417 -0.267
O -0.962 0.666 -0.286
O 0.282 0.645 0.233
O -0.364 0.166 -0.643
O 0.138 0.446 -0.448
O 0.498 1.413 1.320
O -0.544 -0.074 -0.105
O 0.543 -1.176 0.040
O 0.902 -0.519 -1.000
O 0.153 0.803 -0.583
O 0.498 0.111 0.460
N -0.407 0.600 -0.030
N -0.271 1.219 0.702
N -0.912 -0.591 0.894
N 1.666 0.606 0.914
N 0.032 -0.952 0.880
N 1.282 0.528 -1.773
N -0.016 0.017 1.070
N -0.070 -0.040 -1.702
C 0.130 -0.450 -1.594
C 2.046 -0.482 0.154
C -0.587 1.916 0.636
C 0.655 -0.191 -0.751
C 0.259 -0.168 -0.618
C 1.248 -1.190 -0.612
C -1.046 0.084 0.275
C -1.140 -0.847 0.504
C -0.156 -1.321 -0.744
C 0.268 0.099 -0.749
C 0.742 0.619 -0.486
C 0.514 0.062 0.276
C -1.089 0.019 0.055
C 0.210 0.431 1.384
C 0.378 -0.575 -0.624
C -2.663 0.615 -0.087
C 1.088 -1.887 -1.284
C 0.229 0.455 -0.854
C -0.656 -0.886 -0.652
C 0.990 1.065 0.604
C 0.045 0.013 -0.554
C 0.319 1.523 -0.730
C 0.892 0.791 1.188
C -0.252 0.417 1.036
C -0.432 0.622 2.004
C 0.893 -0.600 0.634
C 0.504 0.890 0.830
C 0.242 -0.472 -0.731
C -0.552 -0.583 0.266
C -1.306 -1.032 1.062
C 0.564 1.773 -0.672
C -0.612 0.475 0.773
C -0.340 0.110 0.891
C 0.825 1.246 -0.302
C 0.850 -0.752 0.336
C -0.728 0.178 -0.435
C 0.688 -0.110 -0.383
C 0.755 0.826 0.149
C -0.194 1.901 -2.182
C -0.542 -0.632 -1.538
C 1.069 0.275 0.564
C 0.441 -0.445 0.179
C 0.894 0.094 -0.607
C 0.047 -0.048 -1.189
C -0.303 -0.131 -0.431
C 0.230 -0.849 0.106
C -0.240 -0.309 -0.136
C -1.343 -0.828 -0.320
C -0.503 0.771 0.702
C -0.234 0.279 1.512
C -0.932 0.947 0.234
C 0.096 1.547 -0.405
C 0.086 0.694 0.430
C -1.512 -2.569 0.657
C 0.734 0.401 -0.901
C 0.376 0.055 -0.080
C -1.285 -0.262 -0.764
C -1.554 -1.000 0.260
C -0.092 1.133 0.608
C 0.811 -0.752 -0.764
C 0.641 -0.769 -0.339
C 0.013 1.034 1.576
C -0.515 -0.005 1.204
C -0.460 0.391 0.196
C 0.148 -0.281 1.495
C -0.476 -0.660 0.435
C -1.121 0.815 0.248
C 0.219 0.613 0.762
C 0.461 0.439 -2.756
C -1.770 1.149 -0.707
C 0.060 -0.147 -0.667
C -1.297 -0.891 -0.886
H 0.130 -0.084 -1.118
H -0.334 -0.035 0.379
H -0.526 -0.091 0.275
H -0.245 -0.211 -0.135
H 0.116 -0.683 -0.209
H -0.091 0.205 0.101
H 0.152 -0.038 0.105
H -0.100 -0.146 0.227
H -0.432 0.079 0.057
H -0.771 -0.135 0.198
H 0.315 -0.163 -0.014
H -0.130 0.368 0.096
H -0.144 -0.168 0.040
H 0.115 -0.154 0.766
H 0.376 -0.917 0.006
H 0.172 0.423 0.107
H -0.777 -0.299 -0.164
H 0.325 0.245 -0.312
H 0.149 0.226 -0.310
H -0.293 -0.161 -0.151
H 0.002 -0.184 -0.325
H -0.298 -0.141 0.075
H 0.287 -0.012 0.405
H 0.553 -0.406 -0.018
H 0.306 -0.365 0.682
H 0.287 0.140 -0.188
H 0.318 0.344 0.079
H 0.671 -0.321 0.287
H 0.043 -0.295 -0.199
H -0.632 -0.298 -0.051
H -0.364 0.288 -0.085
H -0.052 0.191 -0.157
H -0.417 0.086 -0.232
H -0.882 0.138 -0.168
H -0.397 -0.272 0.150
H 1.114 0.113 0.617
H 0.308 0.228 0.348
H -0.168 0.270 0.536
H -0.356 -0.707 -0.060
H 0.446 -0.087 0.831
H -0.395 -0.265 -0.587
H 0.125 -0.103 -0.598
H -0.507 0.263 -0.007
H -0.166 0.198 0.702
H -0.205 -0.767 0.953
H -0.061 0.410 -0.070
H -0.157 0.385 -0.189
H -0.009 0.515 -0.079
H 0.347 1.001 -0.127
H -0.266 -0.065 0.008
H 0.020 0.262 0.075
H 0.016 -0.542 0.118
H 0.225 0.145 0.569
H -0.258 -0.743 -0.365
H -0.022 0.114 0.105
H 0.288 -0.779 -0.279
H 0.197 -0.354 0.036
H -0.054 0.863 -0.193
H -0.209 0.171 -0.317
H 0.335 0.465 0.072
H 0.438 0.025 -0.044
H -0.558 -0.167 0.100
H 0.764 0.724 0.324
H -0.168 -0.305 0.178
H -0.197 0.304 0.336
H -0.055 -0.440 -0.265
H -0.221 -0.182 -0.170
H -0.066 -0.651 0.763
H 0.366 -0.212 -0.387
H -0.388 -1.606 -0.208
H 0.785 0.223 -0.311
H 0.104 -0.040 0.015
H 0.056 0.495 -0.712
H -0.209 -0.424 -0.473
H 0.325 0.470 0.544
H -0.175 0.044 0.223
H -0.201 -0.068 0.428
H -0.598 0.105 -0.092
H -0.211 -0.349 0.163
H -0.851 -0.260 -1.055
H -0.023 -0.268 -0.289
H -0.616 -0.596 -0.096
H -0.291 -0.206 -0.136
H -0.218 -0.122 0.192
H 0.587 0.220 0.532
H -0.225 -0.907 0.282
H -0.382 -0.100 0.357
H 0.017 0.361 -0.002
H 0.432 0.278 -0.095
H 0.391 0.283 -0.246
H -0.061 0.224 -0.072
H 0.315 0.125 0.357
H -0.005 0.467 0.377
H 0.318 -0.081 -0.199
H 0.120 0.159 0.072
H 0.205 -0.097 0.102
H -0.163 -0.051 -0.511
H 0.357 0.254 -0.425
H 0.038 -0.480 -0.959
H -0.044 -0.064 -0.123
H -0.105 0.287 -0.122
H -0.466 -0.203 -0.241
H 0.357 -0.039 -0.313
H 0.237 -0.055 -0.320
H -0.309 -0.220 -0.332
H -0.072 0.015 0.553
H -0.625 0.552 0.343
H -0.016 -0.185 0.149
H -0.718 -0.412 0.404
H -0.105 0.162 -0.470
H -0.092 0.285 0.031
H 0.826 0.077 0.782
H 0.353 0.294 -0.247
H -0.223 -0.755 0.327
H 0.444 -0.516 -0.670
H -0.231 0.149 0.039
H -0.015 -0.005 0.022
H 0.317 0.305 0.431
H 0.483 0.212 0.247
H -0.586 -0.150 0.085
H 1.023 -0.213 0.332
H -0.219 -0.941 -0.578
H -0.136 0.096 -0.140
H -0.418 -0.509 -0.173
H 0.055 -0.090 0.095
H -0.354 0.121 0.153
H 0.143 0.036 0.003
H 0.057 -0.250 0.111
H 0.064 0.071 -0.177
H -0.226 -0.135 -0.284
H -0.674 0.149 0.078
H -0.049 -0.213 0.264
H 1.188 0.356 -0.419
H 0.706 -0.408 -0.311
H -0.381 -0.270 0.274
H -0.064 -0.014 0.105
H 0.262 -0.084 0.592
H -0.407 0.089 0.154
H 0.361 0.142 0.318
H -0.211 -0.602 -0.092
H -0.445 0.557 0.960
H -0.669 0.079 -0.302
H 0.142 0.311 -0.457
H -0.086 -0.260 0.134
H 0.177 0.136 0.230
H 0.020 0.053 0.553
H 0.145 0.598 -0.273
H 0.263 0.509 -0.322
H 0.781 -0.756 -0.199
H 0.391 -0.402 0.632
H 0.516 -0.621 0.417
H 0.019 -0.014 -0.049
H 0.091 0.126 -0.312
H -0.324 0.176 0.406
H -0.497 -0.353 0.276
H 0.135 -0.502 0.100
H -0.460 0.159 0.063
H -0.069 0.057 0.223
H 0.044 -0.062 0.081
H 0.110 -0.456 0.534
H -0.079 0.041 -0.328
H -0.175 -0.108 -0.145
H -0.476 -0.085 -0.150
H -0.140 0.204 -0.077
H -0.010 -0.109 0.017
H 0.056 0.097 0.310
H -0.587 -0.324 -0.174
H 0.097 0.248 -0.046
H -0.378 -0.358 0.739
H 0.218 -0.154 -0.067
H -0.200 0.341 -0.218
H 0.030 -0.208 0.337
H -0.210 0.270 -0.098
H 0.175 0.282 -0.032
H -0.133 0.346 -0.311
H 0.822 0.276 0.241
H 0.067 0.082 -0.088
H -0.305 -0.043 -0.123
H -0.284 -0.135 0.087
H 0.499 0.153 0.564
H -0.288 -0.574 -0.083
H 0.178 0.455 -0.067

LUMO   -0.0008 hartree
DFT total energy   -155033.0109 eV
M   1672.3 g/mol
HOMO   -8.12 eV

Löwdin population analysis, charges in e, atoms 1 to 8:
1 O -0.064
2 O -0.210
3 O -0.062
4 O -0.061
5 O -0.016
6 O -0.073
7 O -0.092
8 O -0.195